{"formula": "C3F7NO2", "method": "wB97M-V/def2-TZVPD", "symbols": ["O", "N", "O", "C", "F", "F", "C", "F", "F", "C", "F", "F", "F"], "coordinates": [[2.546, -1.138, 0.458], [2.161, -0.141, -0.082], [2.615, 0.224, -1.150], [0.857, 0.466, 0.474], [0.835, 0.361, 1.760], [0.807, 1.723, 0.156], [-0.459, -0.471, -0.275], [-0.323, -1.683, 0.224], [-0.314, -0.544, -1.612], [-1.878, 0.149, 0.005], [-2.146, 0.877, -1.146], [-2.741, -0.817, 0.168], [-1.961, 0.994, 1.023]], "atomic_forces_ev_per_a": [[-0.1, -0.5, 1.6], [0.5, -1.2, -1.8], [-0.9, 1.3, 0.5], [-1.7, -1.3, -2.3], [-0.1, -0.7, 1.2], [-0.1, 1.0, -0.7], [2.1, 1.7, 0.8], [-0.3, -0.4, 0.4], [0.4, 0.1, 0.8], [0.6, 1.2, -1.8], [-0.3, -0.8, 1.6], [-0.6, -0.3, -0.1], [0.4, -0.3, 0.1]], "mulliken_charge": [-0.51, 0.88, -0.52, 0.61, -0.24, -0.26, 0.52, -0.26, -0.24, 0.73, -0.25, -0.21, -0.24], "energy_ev": -27714.694, "lumo_energy_ha": -0.028, "smiles": "O=[N+]([O-])C(F)(F)C(F)(F)C(F)(F)F", "homo_energy_ha": -0.4393}

{"formula": "C3F9K3O9S3", "method": "wB97M-V/def2-TZVPD", "symbols": ["K", "K", "K", "C", "F", "F", "F", "S", "O", "O", "O", "C", "F", "F", "F", "S", "O", "O", "O", "C", "F", "F", "F", "S", "O", "O", "O"], "coordinates": [[-16.489, 18.686, -26.139], [-22.331, 17.345, -23.249], [-17.585, 12.017, -26.102], [-18.700, 10.611, -22.354], [-19.156, 9.448, -22.868], [-17.649, 10.413, -21.556], [-18.195, 11.283, -23.422], [-20.100, 11.497, -21.436], [-20.613, 10.428, -20.587], [-19.445, 12.555, -20.665], [-20.964, 11.902, -22.529], [-18.172, 14.762, -23.699], [-19.260, 13.985, -23.985], [-17.837, 14.715, -22.460], [-17.160, 14.447, -24.397], [-18.539, 16.599, -24.134], [-17.450, 17.476, -23.642], [-18.662, 16.634, -25.610], [-19.779, 16.988, -23.489], [-14.720, 11.573, -23.151], [-15.176, 12.335, -24.142], [-15.484, 10.534, -22.964], [-13.550, 11.141, -23.596], [-14.590, 12.720, -21.532], [-13.810, 11.994, -20.549], [-13.831, 13.910, -21.949], [-15.926, 13.147, -21.060]], "atomic_forces_ev_per_a": [[-0.3, -0.5, 0.6], [0.5, -0.3, 0.1], [0.1, -0.1, 0.9], [-0.2, 0.0, 1.2], [0.4, 0.1, 0.3], [-0.8, -0.5, -0.2], [0.0, 0.7, -0.9], [0.5, -0.2, 2.0], [0.2, 0.4, -1.0], [-0.5, -0.6, -1.4], [0.0, 0.2, -0.3], [-2.6, 2.4, 1.5], [1.2, 0.6, 0.0], [-0.5, -0.3, 1.1], [2.3, -1.6, -2.6], [0.5, 1.9, -0.5], [-0.3, -1.5, -1.0], [0.6, -0.3, 0.5], [-1.1, -0.6, 0.3], [1.2, 1.6, 2.6], [-1.4, 0.6, -1.4], [-0.8, -0.8, -0.2], [0.9, -0.3, 0.2], [0.4, 3.1, 2.4], [-0.6, -1.3, -0.8], [-0.4, -1.0, -1.5], [1.0, -1.8, -1.7]], "mulliken_charge": [0.92, 1.01, 1.01, 0.45, -0.26, -0.18, -0.23, 1.11, -0.65, -0.61, -0.67, 0.65, -0.21, -0.12, -0.22, 1.19, -0.74, -0.84, -0.66, 0.54, -0.24, -0.19, -0.25, 1.08, -0.67, -0.70, -0.54], "energy_ev": -127476.770, "lumo_energy_ha": -0.069, "homo_energy_ha": -0.2544}

{"formula": "C3F9K4O9S3", "method": "wB97M-V/def2-TZVPD", "symbols": ["K", "K", "K", "K", "C", "F", "F", "F", "S", "O", "O", "O", "C", "F", "F", "F", "S", "O", "O", "O", "C", "F", "F", "F", "S", "O", "O", "O"], "coordinates": [[4.208, 1.580, 0.619], [0.956, -0.312, 3.669], [-2.905, 0.400, 2.531], [-0.515, 1.285, -3.261], [-3.702, 0.169, -1.917], [-3.617, 1.513, -1.866], [-4.032, -0.372, -3.119], [-2.481, -0.219, -1.657], [-5.097, -0.395, -0.645], [-5.053, -1.873, -0.561], [-4.763, 0.256, 0.629], [-6.393, -0.004, -1.219], [3.839, -2.235, 1.523], [3.247, -3.379, 1.847], [2.923, -1.232, 1.597], [4.744, -1.914, 2.404], [4.595, -2.185, -0.224], [5.115, -0.807, -0.400], [5.639, -3.201, -0.231], [3.456, -2.564, -1.070], [-0.434, 2.794, -0.066], [0.374, 3.325, -0.996], [-0.574, 3.630, 0.944], [-1.646, 2.517, -0.675], [0.412, 1.089, 0.467], [0.648, 0.386, -0.830], [1.642, 1.305, 1.201], [-0.586, 0.442, 1.306]], "atomic_forces_ev_per_a": [[0.3, -0.6, -0.4], [0.4, -0.1, -0.5], [-0.9, -0.1, -0.7], [-0.1, -0.3, 0.2], [-3.0, -0.8, 0.9], [-0.6, 0.1, -1.3], [0.4, 1.4, 0.6], [1.8, -1.0, 0.5], [-3.2, -3.1, -0.3], [1.5, 2.1, -0.2], [1.1, 0.6, -0.2], [2.5, 0.8, 0.3], [0.6, -0.2, -2.2], [0.1, 0.4, 0.0], [-1.2, 0.5, 0.3], [1.0, -0.1, 1.4], [0.3, -2.2, -2.3], [-1.1, -0.3, 1.0], [-0.8, 1.2, 0.9], [0.7, 1.3, 1.3], [0.2, -1.7, -0.3], [-0.3, 0.1, 0.2], [-0.3, -0.3, -0.4], [1.9, 0.6, 1.2], [-0.2, -1.8, -3.4], [-0.8, 2.1, 2.0], [0.1, 1.1, 0.5], [-0.5, 0.2, 0.7]], "mulliken_charge": [0.96, 0.94, 1.02, 0.98, 0.47, -0.18, -0.22, -0.18, 1.04, -0.65, -0.67, -0.62, 0.54, -0.20, -0.29, -0.19, 1.08, -0.68, -0.61, -0.63, 0.35, -0.21, -0.18, -0.11, 1.19, -0.66, -0.63, -0.68], "energy_ev": -143799.777, "charge": 1, "lumo_energy_ha": -0.168, "homo_energy_ha": -0.4063}

{"formula": "C3H10", "method": "wB97M-V/def2-TZVPD", "symbols": ["C", "C", "H", "H", "H", "H", "H", "H", "C", "H", "H", "H", "H"], "coordinates": [[0.030, 2.590, 0.148], [-1.229, 1.663, 0.343], [0.816, 2.301, 0.987], [-0.218, 3.667, 0.299], [0.468, 2.335, -0.820], [-0.849, 0.629, 0.175], [-1.216, 1.816, 1.506], [-2.188, 2.087, -0.045], [0.843, -3.379, -0.397], [0.810, -3.816, -1.539], [-0.196, -3.205, -0.214], [1.433, -2.575, -0.555], [1.496, -4.115, 0.113]], "atomic_forces_ev_per_a": [[0.6, -0.8, 1.0], [1.8, 1.6, 3.4], [-1.5, 0.6, -1.8], [0.3, -0.8, -0.5], [0.2, 0.7, 0.0], [-1.2, 0.6, -0.3], [-1.1, -0.9, -1.8], [1.0, -1.0, -0.1], [0.0, -4.2, -3.9], [0.0, 0.8, 2.6], [-0.2, 0.0, 1.0], [1.4, 3.2, -0.1], [-1.2, 0.3, 0.4]], "mulliken_charge": [-0.80, -0.63, 0.23, 0.28, 0.26, 0.20, 0.17, 0.29, -0.96, 0.21, 0.24, 0.26, 0.24], "energy_ev": -3271.666, "lumo_energy_ha": 0.035, "smiles": "CC.C", "homo_energy_ha": -0.4081}